A single C17H23N3O3 molecule at a distorted geometry. Source: the Open Molecules 2025 dataset; level of theory: wB97M-V/def2-TZVPD.

## Properties
* HOMO-LUMO gap: 8.827 eV
* SMILES string: CC(C)C[C@H](N)C(=O)N[C@@H](Cc1c[nH]c2ccccc12)C(=O)O
* E: -28614.866 eV
* max |F|: 4.068 eV Å⁻¹
* ΔE to the lowest compared entry with this formula, charge and spin: 61.9 kcal/mol

Each line ends with the natural charge from an NBO analysis.
Positions of all 46 atoms, in Å:
O1 -2.89121 3.02001 1.15599  -0.692
O2 -2.62914 0.31153 1.61257  -0.647
O3 -1.93759 4.21826 -0.38162  -0.565
N1 -3.72920 -1.51002 -1.26334  -0.784
N2 2.44812 -0.40206 -1.81827  -0.558
N3 -2.11520 0.88063 -0.54386  -0.631
C1 2.04038 1.26772 -0.35034  -0.104
C2 -0.60894 -2.30571 2.09641  -0.599
C3 0.89931 -2.53039 0.07067  -0.608
C4 2.90759 0.17058 -0.59967  0.145
C5 4.03861 -0.10625 0.13688  -0.246
C6 2.25464 2.04798 0.77779  -0.195
C7 -2.58683 0.03836 0.41094  0.697
C8 -2.02944 3.16065 0.14187  0.778
C9 3.47190 1.91416 1.44354  -0.234
C10 1.22977 0.24185 -2.13512  -0.006
C11 0.97010 1.26620 -1.30212  -0.102
C12 -1.48583 -2.02078 -0.39433  -0.400
C13 -2.83703 -1.35891 -0.12700  -0.150
C14 4.29913 0.79579 1.19084  -0.210
C15 -1.12440 1.98959 -0.12982  -0.155
C16 -0.19214 2.20909 -1.29715  -0.424
C17 -0.32082 -1.87386 0.62583  -0.221
H1 -0.27414 -0.79245 0.78791  0.194
H2 2.57273 -1.41215 -2.16646  0.417
H3 0.82343 -2.55915 -1.01208  0.194
H4 -2.12370 0.63767 -1.53116  0.404
H5 -0.74849 2.18207 -2.24709  0.219
H6 0.30200 3.21182 -1.36880  0.261
H7 -2.86118 2.09991 1.56945  0.511
H8 1.81698 -2.06174 0.40120  0.226
H9 0.92272 -3.60614 0.37590  0.209
H10 1.61148 2.84341 1.14596  0.216
H11 -1.62140 -3.11935 -0.71517  0.222
H12 4.72323 -0.94051 -0.16634  0.226
H13 -1.41145 -1.77542 2.60159  0.225
H14 -4.66292 -1.29108 -1.06010  0.364
H15 -0.50254 1.74092 0.67183  0.240
H16 -3.35370 -1.78645 0.73318  0.217
H17 0.33869 -2.17965 2.68943  0.206
H18 3.63469 2.59068 2.29760  0.219
H19 5.32070 0.68133 1.62507  0.219
H20 0.70359 -0.26479 -2.88985  0.203
H21 -0.95167 -1.61542 -1.27706  0.200
H22 -3.50471 -0.72582 -1.87070  0.328
H23 -0.82610 -3.28210 2.08501  0.189

Forces on the atoms, in the same order (eV/Å):
-0.2 -1.4 0.6
0.0 0.1 -0.8
0.2 1.2 -1.4
1.7 0.8 -1.1
-0.6 -1.2 0.2
1.5 1.3 1.3
-0.2 -0.5 0.9
1.9 2.8 -0.3
0.1 -1.2 0.2
-0.8 -0.1 -2.1
0.5 0.3 0.5
1.2 0.7 0.2
0.7 -0.1 -0.7
0.2 0.2 2.0
-0.5 -0.9 0.9
1.7 -1.1 0.5
-0.5 -0.6 -0.2
1.1 -1.8 -0.7
-0.7 -0.7 1.6
1.5 -0.2 -0.9
-2.3 -0.3 -2.9
1.1 1.0 -1.4
-2.3 1.0 1.7
0.9 0.2 -0.7
0.1 2.5 1.2
0.4 0.2 -0.2
0.2 -0.1 0.6
0.1 -0.2 0.2
-0.9 -0.4 0.7
0.1 0.9 -0.6
0.2 0.0 0.0
0.0 0.7 -0.1
-0.2 -0.1 -0.5
-0.1 1.4 0.8
-0.7 0.9 0.6
0.0 0.3 -0.2
-1.6 0.0 1.0
0.3 -0.8 1.8
0.3 -0.7 0.0
-0.9 0.0 -0.5
0.3 -0.5 -0.5
-1.2 0.3 0.2
-1.0 0.1 -1.1
-1.0 0.3 -0.1
0.1 -0.4 -0.7
-0.9 -4.0 0.2

A molecular structure, C15H20BF4OPm at a distorted geometry. Source: the Open Molecules 2025 dataset; level of theory: wB97M-V/def2-TZVPD.

## Properties
* HOMO-LUMO gap (spin up / spin down): 2.479 / 2.494 eV
* multiplicity: 5
* E: -46032.968 eV
* max |F|: 5.102 eV Å⁻¹
* <S²>: 6.005
* total charge: -2

Each line ends with the Löwdin spin population.
Positions of all 42 atoms, in Å:
Pm1 0.45413 0.95609 0.47608  4.031
F1 0.67453 3.14044 -0.23273  0.000
F2 1.60166 2.80065 1.86429  0.000
F3 1.07011 4.96993 1.21465  0.000
F4 2.86182 3.86214 0.22957  0.000
O1 -0.71240 0.36184 -1.14714  -0.010
C1 -1.19293 -2.00181 -1.77357  -0.002
C2 -1.79585 0.35040 -1.97121  0.000
C3 -0.34848 0.63072 2.98634  -0.002
C4 3.02750 0.64934 -0.30262  -0.001
C5 -1.47434 -2.70785 -0.53896  0.000
C6 2.35633 -0.73094 1.37749  -0.004
C7 2.37470 -0.43756 -0.88796  0.000
C8 -0.94388 1.79811 2.66505  -0.001
C9 1.96250 -1.30173 0.11130  -0.001
C10 -2.24005 -1.07177 -2.36554  0.000
C11 -0.05970 -2.34440 -2.68170  0.000
C12 -1.99499 1.48158 1.74288  -0.001
C13 -1.03178 -0.44875 2.25910  -0.005
C14 -2.01892 0.15174 1.53666  -0.003
C15 3.03522 0.47947 1.09201  -0.003
B1 1.62146 3.78273 0.78204  0.000
H1 0.50528 0.45522 3.70529  0.000
H2 -2.25321 -2.19209 0.08200  0.000
H3 -1.75738 -3.84327 -0.64933  0.000
H4 2.21360 -0.58462 -1.98564  0.000
H5 3.47736 1.14246 1.83456  0.000
H6 -2.61075 0.85832 -1.51097  0.000
H7 -0.76323 -1.54153 2.34473  0.000
H8 0.85593 -2.52344 -2.06595  0.000
H9 3.48461 1.54126 -0.84658  0.000
H10 -2.77035 -0.39657 0.90559  0.000
H11 0.21008 -1.46874 -3.29760  0.000
H12 1.44669 -2.26048 0.01257  0.000
H13 -2.71023 2.28290 1.27773  0.000
H14 -3.29748 -1.30296 -2.03489  0.000
H15 -2.39594 -1.15562 -3.50034  0.000
H16 -1.53458 0.89363 -2.84402  0.000
H17 2.17529 -1.16869 2.35951  0.000
H18 -0.24219 -3.25339 -3.36723  0.000
H19 -0.69739 2.79974 3.01662  0.000
H20 -0.56274 -2.65249 0.12790  0.000

Forces on the atoms, in the same order (eV/Å):
-1.1 -1.1 -0.4
0.9 1.4 0.6
0.2 1.1 -0.8
0.3 -0.2 -0.2
0.1 0.3 -0.1
0.9 1.1 0.7
-1.3 0.2 -2.0
-0.2 -0.4 -0.3
1.5 -3.4 1.5
1.3 2.0 -0.8
0.5 -0.2 0.8
0.3 -0.3 -0.7
0.1 -0.4 -2.1
-1.6 2.0 -0.5
-0.1 -0.7 1.6
0.1 -1.6 0.0
0.0 0.1 1.1
-1.3 4.9 -0.2
2.5 -1.1 2.2
-2.7 -2.7 -1.9
0.4 -0.6 0.7
-1.1 -1.0 0.3
-1.0 0.4 -1.0
0.4 -0.7 -0.7
0.1 0.6 0.3
0.1 0.2 1.3
-0.2 -0.1 -0.3
-1.1 0.7 0.5
-0.5 1.5 -0.3
-0.4 -0.4 -0.6
-0.8 -1.4 0.8
1.1 0.8 0.6
-0.2 -0.4 -0.1
0.1 0.6 -0.1
1.5 -1.7 0.8
0.8 0.3 0.4
0.6 0.1 0.8
0.1 0.8 -1.3
0.1 0.2 -0.3
0.3 0.3 0.1
0.0 -0.4 -0.2
-0.7 -0.6 -0.3

A molecular structure, C24H26BrN6O4S3Ti at a distorted geometry. Source: the Open Molecules 2025 dataset; level of theory: wB97M-V/def2-TZVPD.

## Properties
* HOMO-LUMO gap (spin up / spin down): 7.485 / 5.400 eV
* multiplicity: 2
* E: -168104.384 eV
* max |F|: 1.016 eV Å⁻¹
* <S²>: 0.757
* ΔE to the lowest compared entry with this formula, charge and spin: 49.0 kcal/mol

Each line ends with the Löwdin spin population.
Positions of all 65 atoms, in Å:
Br1 0.87651 -2.75491 1.21264  0.001
Ti1 0.98654 -0.70614 -0.31341  -0.019
S1 -0.37584 -3.16500 -1.65115  0.000
S2 1.60321 0.82283 -2.25566  0.267
S3 -0.91127 0.80969 -3.55514  0.634
O1 4.28004 -1.54427 2.03459  0.000
O2 0.72485 -2.07216 -1.79027  0.000
O3 2.70916 -0.44072 0.09948  0.010
O4 -1.01639 -0.44584 -0.52136  0.002
N1 -0.13950 0.05613 -7.03701  0.010
N2 -2.33466 1.39878 -0.37035  0.006
N3 3.90342 -0.16119 -5.12593  0.001
N4 0.72089 0.44133 1.25488  0.014
N5 -3.20123 -0.65346 -0.93925  -0.001
N6 1.92637 1.06889 1.71114  0.003
C1 -4.96768 2.60547 1.79869  0.000
C2 2.77620 0.04737 -5.03867  0.003
C3 4.29636 0.83081 1.49029  0.000
C4 -3.88608 0.46485 2.09437  0.000
C5 -2.68338 -0.38018 2.32219  0.001
C6 -2.13077 0.11135 -0.62157  0.005
C7 0.52867 0.17946 -6.10801  0.015
C8 2.99184 0.80663 0.75512  0.001
C9 1.35584 0.30098 -4.92926  0.003
C10 6.09330 2.17111 2.40712  0.000
C11 0.77083 0.59173 -3.74510  0.034
C12 -6.19373 1.97505 1.59173  0.000
C13 4.93661 2.05434 1.65366  0.000
C14 5.99945 -0.19695 2.84893  0.000
C15 -1.32103 2.39150 -0.02722  0.000
C16 -1.25557 -3.00175 -3.18814  0.000
C17 6.62027 1.03037 3.00375  0.000
C18 -3.82803 1.85722 2.04950  0.000
C19 -6.26518 0.59038 1.65388  0.000
C20 -1.44548 0.03741 2.32614  0.005
C21 4.83475 -0.30616 2.09880  0.000
C22 -5.11829 -0.15469 1.90842  0.000
C23 -0.20626 0.43987 2.31923  0.000
C24 0.49980 -4.68504 -1.91293  0.000
H1 -4.90534 3.68684 1.77608  0.000
H2 -3.03951 -1.62520 -1.12578  0.000
H3 -1.48462 2.75297 0.98763  0.000
H4 -2.87347 -1.44249 2.46860  0.000
H5 1.45129 -4.54697 -1.40424  0.000
H6 -4.11219 -0.26949 -1.11292  0.000
H7 -3.28138 1.72644 -0.46988  0.000
H8 -7.21443 0.08788 1.51222  0.000
H9 -2.87592 2.34695 2.22605  0.000
H10 4.50994 2.92842 1.17171  0.000
H11 -2.19967 -3.54089 -3.08955  0.000
H12 -5.17758 -1.23779 1.95799  0.000
H13 2.96787 1.59108 0.00281  0.001
H14 2.18884 0.72359 2.63137  0.000
H15 7.52610 1.09635 3.59476  0.000
H16 -0.33835 1.94012 -0.08272  0.000
H17 -0.05601 -5.48920 -1.43062  0.000
H18 0.63888 -4.87064 -2.97486  0.000
H19 -7.08451 2.56063 1.40020  0.000
H20 0.19462 0.77505 3.27327  0.000
H21 -1.37073 3.22021 -0.72958  0.000
H22 6.58074 3.13047 2.52045  0.000
H23 6.39646 -1.09365 3.30871  0.000
H24 -1.43750 -1.93049 -3.31540  0.001
H25 -0.67787 -3.38431 -4.02893  0.000
H26 3.51982 -1.55101 1.42849  0.000

Forces on the atoms, in the same order (eV/Å):
-0.1 0.0 0.0
-0.5 -0.3 0.6
0.4 0.8 0.0
-0.1 0.5 0.1
0.1 0.3 0.3
-0.1 0.2 0.0
-0.6 -0.8 -0.2
0.5 0.7 0.1
0.0 -0.2 -0.2
0.0 0.0 0.0
0.0 0.3 -0.5
0.0 0.0 0.0
0.4 0.1 0.5
0.0 0.1 -0.1
-0.2 -0.1 -0.1
0.0 0.0 0.0
-0.7 0.2 0.0
0.2 -0.1 -0.1
0.2 -0.2 0.2
-0.2 0.1 0.1
0.0 -0.1 0.3
0.5 -0.1 0.4
-0.2 -0.2 0.3
0.5 -0.3 -0.8
-0.1 -0.1 0.0
-0.3 -0.3 0.0
0.1 0.0 0.0
0.1 0.1 0.0
0.2 0.1 0.1
-0.1 -0.1 -0.2
-0.1 0.0 -0.2
0.0 0.0 0.0
-0.1 0.1 0.2
0.1 0.0 0.0
-0.4 -0.1 -0.4
-0.1 -0.3 0.0
-0.1 0.0 -0.1
0.5 0.1 -0.2
0.1 -0.2 0.0
0.0 0.0 0.0
0.0 0.0 0.0
0.1 0.0 -0.1
0.0 0.0 0.1
0.0 -0.1 0.0
0.0 0.0 0.1
0.0 0.1 0.1
0.0 0.0 0.0
-0.2 0.0 0.1
0.0 0.0 0.0
0.0 0.0 -0.1
0.0 0.1 0.0
0.0 0.1 -0.3
0.0 -0.3 0.0
0.0 0.0 0.0
0.0 0.0 0.0
0.0 0.0 -0.1
0.1 0.0 0.0
0.0 0.0 0.0
0.1 0.1 0.0
0.0 0.0 0.0
0.0 0.0 0.0
0.0 0.0 0.0
0.0 -0.1 0.0
0.0 0.1 0.0
0.1 0.0 0.0

A single C17H24ClNO4 molecule at a distorted geometry. Source: the Open Molecules 2025 dataset; level of theory: wB97M-V/def2-TZVPD.

## Properties
* HOMO-LUMO gap: 8.941 eV
* SMILES string: CC/C(=N\OC/C=C/Cl)[C@H]1C(=O)C[C@H](C2CCOCC2)CC1=O
* E: -40214.383 eV
* max |F|: 6.881 eV Å⁻¹
* ΔE to the lowest compared entry with this formula, charge and spin: 81.2 kcal/mol

Each line ends with the natural charge from an NBO analysis.
Positions of all 47 atoms, in Å:
Cl1 6.14526 2.17546 5.90694  -0.045
O1 -0.76260 2.36557 0.50148  -0.499
O2 3.61784 1.78220 2.36495  -0.430
O3 -5.42736 -1.41219 -1.43422  -0.538
O4 1.50409 -1.66355 0.14161  -0.518
N1 2.32230 1.13241 2.13822  -0.126
C1 5.24424 2.24285 4.38404  -0.165
C2 -0.63588 1.18660 0.19013  0.595
C3 5.47614 1.22889 3.49488  -0.236
C4 -2.62357 -1.41960 -2.03372  -0.213
C5 2.30184 1.78763 -0.24144  -0.490
C6 -3.64546 -0.54949 -2.71570  -0.428
C7 -1.88820 0.50671 -0.37437  -0.521
C8 -4.63393 -2.09582 -0.55707  -0.052
C9 3.28381 0.88187 -1.06126  -0.608
C10 0.51302 -0.99587 0.21479  0.592
C11 -3.39594 -2.63950 -1.38192  -0.439
C12 -0.71240 -1.68825 -0.35253  -0.489
C13 4.79964 0.95577 2.22470  -0.116
C14 0.43356 0.34902 0.85174  -0.489
C15 -1.55555 -0.71798 -1.24404  -0.181
C16 -4.97794 -0.20645 -1.99099  -0.043
C17 1.76715 1.10487 0.96429  0.305
H1 5.48693 1.36385 1.37920  0.188
H2 -2.74376 0.28493 0.27650  0.240
H3 -2.71489 -3.08123 -0.68002  0.199
H4 -4.68200 0.44477 -1.19105  0.146
H5 3.12485 -0.08519 -0.64588  0.227
H6 -3.74259 -1.15541 -3.57926  0.217
H7 4.38962 1.13282 -0.89318  0.212
H8 6.16026 0.55228 3.95868  0.218
H9 -2.01009 -1.75751 -2.86940  0.214
H10 -3.65680 -3.50753 -2.04002  0.224
H11 -1.40291 -2.08396 0.47104  0.223
H12 -3.20140 0.41099 -2.81780  0.196
H13 0.08591 0.19262 1.95334  0.318
H14 -0.48524 -2.48586 -0.97605  0.233
H15 -2.17697 1.21485 -1.14902  0.232
H16 -5.32156 -2.93773 -0.16817  0.204
H17 -4.19069 -1.48880 0.29674  0.146
H18 -0.93309 -0.22188 -1.97945  0.191
H19 3.00983 0.90483 -2.12201  0.213
H20 -5.65667 0.35575 -2.45549  0.195
H21 4.52214 2.98150 4.30860  0.217
H22 1.46437 2.03293 -0.95229  0.216
H23 4.68687 -0.06488 1.89395  0.220
H24 2.83779 2.68673 -0.00949  0.247

Forces on the atoms, in the same order (eV/Å):
-0.5 0.4 -0.6
1.0 -1.0 -1.1
-1.7 -0.3 -2.3
-3.2 0.8 -0.5
1.8 0.2 0.3
-0.3 -1.3 -0.3
1.6 -3.3 -1.2
-2.8 1.4 3.1
0.3 1.2 3.1
-1.0 -1.6 0.4
0.0 -0.2 -2.1
-0.8 1.1 0.5
0.0 -0.4 -2.2
1.4 -1.7 -0.1
0.8 0.8 0.6
-0.6 -2.2 -0.5
0.1 0.2 0.9
-2.7 2.3 0.8
0.6 2.2 -1.4
0.6 0.7 1.4
0.9 0.4 2.6
5.4 -3.4 2.7
1.4 0.8 1.4
-1.2 -0.2 1.0
0.6 0.5 0.5
0.3 -0.5 0.5
0.3 0.6 1.0
0.2 -1.2 -0.3
-1.0 0.5 -1.6
-1.7 -0.1 -0.4
0.7 -0.8 -0.6
-0.2 -0.7 -0.1
0.0 1.2 0.0
1.0 0.7 -0.8
0.6 0.9 -1.3
0.3 0.2 -1.8
1.2 -1.7 -0.7
-0.7 0.5 0.5
1.4 1.2 -0.3
-0.9 -0.3 -0.7
0.7 -0.5 -0.5
0.4 -0.1 0.3
-3.1 1.2 -2.6
-1.0 1.4 0.0
0.7 0.0 0.9
-0.7 -0.5 0.6
-0.1 0.6 0.5

Q: Number 4 is which compound?
A: C17H24ClNO4

Q: max |F| of number 3 (C24H26BrN6O4S3Ti)?
A: 1.016 eV Å⁻¹

Q: Among the records above, which one has the highest E?
A: C17H23N3O3

Q: What is the max |F| in the second record?
A: 5.102 eV Å⁻¹